This record from OMol25 describes a 2-piece molecular cluster, C5H15NO2 overall in a non-equilibrium geometry. The level of theory is ωB97M-V/def2-TZVPD.

## Properties
Charge: -1
Multiplicity: 2
E_LUMO (alpha / beta): 0.115 / 0.113 Eh
ΔE to the lowest compared entry with this formula, charge and spin: 184.9 kJ/mol
HOMO level (alpha / beta): 1.215 / -6.722 eV
Expectation value of S²: 0.750
HOMO-LUMO gap (alpha / beta): 1.91 / 9.79 eV

Cartesian coordinates (Å):
C1 -0.78 2.01 -1.47
N1 -0.16 0.64 -1.40
C2 -0.78 -0.12 -0.26
C3 0.08 -1.36 0.09
C4 0.33 -1.39 1.61
O1 -0.64 -2.55 -0.29
C5 -2.23 1.87 -1.90
H1 -0.74 2.62 -0.58
H2 -0.25 2.55 -2.30
H3 0.82 0.89 -1.27
H4 -1.69 -0.45 -0.85
H5 -1.13 0.38 0.63
H6 1.04 -1.36 -0.42
H7 0.89 -2.33 1.83
H8 -0.48 -1.46 2.33
H9 0.94 -0.43 1.69
H10 -0.97 -2.56 -1.20
H11 -2.40 2.03 -2.99
H12 -2.75 0.91 -1.83
H13 -2.99 2.49 -1.43
H14 4.85 -1.20 2.70
H15 4.80 -0.33 3.96
O2 4.24 -0.85 3.37

Mulliken atomic charge list, values in e, 6 entries: -0.598 -0.262 -0.759 0.296 -1.835 -0.057

---

This record from OMol25 describes a 3-piece molecular cluster, C5H15NO2 overall in a non-equilibrium geometry. The level of theory is ωB97M-V/def2-TZVPD.

## Properties
Multiplicity: 1
E_LUMO: 0.022 Eh
ΔE to the lowest compared entry with this formula, charge and spin: 260.7 kJ/mol
HOMO level: -8.641 eV
HOMO-LUMO gap: 9.24 eV

Cartesian coordinates (Å):
C1 0.04 0.91 -0.22
N1 0.92 -0.27 0.14
C2 1.85 -0.61 -0.83
C3 0.04 -1.31 0.67
C4 -1.37 -0.75 0.86
C5 -1.37 0.59 0.33
H1 0.44 1.88 0.26
H2 -0.11 1.25 -1.34
H3 2.84 -0.12 -0.58
H4 2.05 -1.71 -0.78
H5 1.50 -0.51 -1.89
H6 -0.06 -2.29 0.21
H7 0.38 -1.56 1.70
H8 -2.19 -1.29 0.25
H9 -1.72 -0.94 1.85
H10 -1.68 1.40 1.12
H11 -2.20 0.81 -0.33
H12 1.84 2.92 1.85
H13 1.23 1.64 1.79
O1 1.21 2.47 2.38
H14 -1.58 -0.55 -3.11
H15 -0.60 -1.15 -2.10
O2 -1.45 -0.81 -2.22

Mulliken atomic charge list, values in e, 6 entries: -0.590 0.130 -1.088 -0.835 -0.491 -0.323

---

This record from OMol25 describes a 2-piece molecular cluster, C5H15NO2 overall in a non-equilibrium geometry. The level of theory is ωB97M-V/def2-TZVPD.

## Properties
Multiplicity: 1
E_LUMO: 0.027 Eh
ΔE to the lowest compared entry with this formula, charge and spin: 255.4 kJ/mol
HOMO level: -9.028 eV
HOMO-LUMO gap: 9.77 eV

Cartesian coordinates (Å):
C1 -0.02 -1.64 -1.07
O1 0.54 -2.59 -0.23
C2 0.23 -0.10 -0.57
C3 -0.77 0.86 -1.01
C4 -1.37 1.75 0.23
C5 -2.40 0.94 0.99
N1 1.51 0.44 -0.99
H1 0.63 -1.79 -1.89
H2 -1.04 -1.88 -1.44
H3 0.15 -2.67 0.71
H4 0.31 -0.03 0.51
H5 -0.29 1.61 -1.63
H6 -1.68 0.46 -1.51
H7 -0.55 2.15 0.87
H8 -1.86 2.58 -0.31
H9 -2.13 0.16 1.83
H10 -2.94 0.30 0.28
H11 -3.15 1.65 1.36
H12 2.36 0.07 -0.40
H13 1.73 0.39 -2.02
H14 2.20 1.29 2.02
H15 2.23 0.02 1.26
O2 1.90 0.32 2.21

Mulliken atomic charge list, values in e, 6 entries: -0.783 -0.546 0.719 -1.074 -0.502 -0.979

---

This record from OMol25 describes a 3-piece molecular cluster, C5H15NO2 overall in a non-equilibrium geometry. The level of theory is ωB97M-V/def2-TZVPD.

## Properties
Multiplicity: 1
E_LUMO: 0.022 Eh
ΔE to the lowest compared entry with this formula, charge and spin: 131.9 kJ/mol
HOMO level: -8.123 eV
HOMO-LUMO gap: 8.71 eV

Cartesian coordinates (Å):
C1 -1.08 -0.30 1.13
N1 -0.68 0.81 0.31
C2 -1.37 1.01 -0.95
C3 0.77 0.77 0.32
C4 1.13 -0.72 0.22
C5 0.02 -1.39 1.03
H1 -1.21 0.01 2.19
H2 -2.10 -0.62 0.89
H3 -1.48 0.07 -1.53
H4 -2.38 1.38 -0.77
H5 -0.78 1.66 -1.59
H6 1.19 1.44 -0.44
H7 1.06 1.09 1.32
H8 1.13 -1.07 -0.82
H9 2.16 -0.87 0.57
H10 0.36 -1.71 2.02
H11 -0.39 -2.27 0.51
H12 2.64 2.90 2.86
H13 1.13 2.48 3.03
O1 1.74 3.20 2.87
H14 0.01 -2.83 -3.99
H15 -1.40 -2.64 -4.49
O2 -0.48 -2.41 -4.70

Mulliken atomic charge list, values in e, 6 entries: -0.844 -0.037 -0.848 -0.244 -0.614 -0.428

---

This record from OMol25 describes a 3-piece molecular cluster, C5H15NO2 overall in a non-equilibrium geometry. The level of theory is ωB97M-V/def2-TZVPD.

## Properties
Multiplicity: 1
E_LUMO: 0.023 Eh
ΔE to the lowest compared entry with this formula, charge and spin: 276.5 kJ/mol
HOMO level: -8.365 eV
HOMO-LUMO gap: 8.99 eV

Cartesian coordinates (Å):
C1 0.59 -0.77 0.29
C2 0.49 0.77 0.01
C3 -1.06 1.17 0.04
C4 -1.33 2.35 0.67
C5 -1.74 -0.53 -1.56
N1 -2.01 0.25 -0.39
H1 0.62 -0.93 1.43
H2 -0.27 -1.34 0.06
H3 1.47 -1.27 -0.24
H4 0.89 0.80 -1.05
H5 1.24 1.44 0.63
H6 -2.30 2.84 0.86
H7 -0.55 3.03 1.11
H8 -2.77 -0.60 -1.97
H9 -1.39 -1.56 -1.26
H10 -1.03 -0.20 -2.41
H11 -2.94 0.55 -0.27
H12 -2.30 -1.08 0.94
H13 -3.82 -0.94 1.08
O1 -3.04 -1.48 1.40
H14 6.73 -1.54 0.34
H15 7.24 -0.18 -0.26
O2 7.31 -0.77 0.53

Mulliken atomic charge list, values in e, 6 entries: -0.942 -0.478 0.834 -1.222 -0.918 -0.369

---

This record from OMol25 describes a 4-piece molecular cluster, C5H15NO2 overall in a non-equilibrium geometry. The level of theory is ωB97M-V/def2-TZVPD.

## Properties
Multiplicity: 1
E_LUMO: -0.161 Eh
ΔE to the lowest compared entry with this formula, charge and spin: 973.7 kJ/mol
HOMO level: -8.158 eV
HOMO-LUMO gap: 3.77 eV

Cartesian coordinates (Å):
C1 0.45 -0.82 -2.43
C2 0.52 -1.52 -1.13
C3 0.48 -0.73 0.19
C4 1.34 0.32 0.25
C5 1.07 1.51 1.12
N1 -1.48 0.90 -1.69
H1 -0.34 -1.31 -2.95
H2 1.45 -0.73 -2.79
H3 1.52 -2.04 -1.14
H4 -0.10 -2.44 -1.00
H5 -0.40 -0.72 0.85
H6 2.13 0.39 -0.49
H7 1.53 2.37 0.63
H8 1.58 1.35 2.08
H9 -0.02 1.69 1.22
H10 -0.59 0.16 -1.96
H11 -1.76 1.47 -2.47
H12 -0.80 -0.12 2.66
H13 -0.55 -1.35 3.65
O1 -0.06 -0.61 3.26
H14 -2.09 0.94 -0.88
H15 -2.17 0.68 1.08
O2 -1.70 0.59 1.92

Mulliken atomic charge list, values in e, 6 entries: -0.555 -0.769 -0.197 0.068 -1.100 -0.449

---

This record from OMol25 describes a 2-piece molecular cluster, C5H15NO2 overall in a non-equilibrium geometry. The level of theory is ωB97M-V/def2-TZVPD.

## Properties
Multiplicity: 1
E_LUMO: 0.020 Eh
ΔE to the lowest compared entry with this formula, charge and spin: 154.5 kJ/mol
HOMO level: -8.580 eV
HOMO-LUMO gap: 9.12 eV

Cartesian coordinates (Å):
C1 1.63 1.54 0.63
N1 0.47 0.67 0.75
C2 -0.41 0.63 -0.45
C3 -1.69 -0.16 -0.03
C4 -2.32 0.34 1.23
O1 -1.31 -1.52 0.22
C5 0.27 0.13 -1.75
H1 1.34 2.56 0.91
H2 2.05 1.51 -0.38
H3 2.31 1.27 1.44
H4 0.68 -0.26 1.05
H5 -0.76 1.67 -0.47
H6 -2.35 0.06 -0.89
H7 -3.39 0.19 1.37
H8 -2.20 1.41 1.42
H9 -1.83 -0.08 2.11
H10 -0.66 -1.82 -0.45
H11 1.34 0.16 -1.57
H12 -0.18 -0.86 -1.85
H13 0.03 0.76 -2.60
H14 2.15 -3.11 -0.92
H15 2.20 -2.56 0.54
O2 2.62 -2.53 -0.34

Mulliken atomic charge list, values in e, 6 entries: -0.919 -0.244 -0.316 0.397 -1.389 -0.525

---

This record from OMol25 describes a 3-piece molecular cluster, C5H15NO2 overall in a non-equilibrium geometry. The level of theory is ωB97M-V/def2-TZVPD.

## Properties
Multiplicity: 1
E_LUMO: 0.021 Eh
ΔE to the lowest compared entry with this formula, charge and spin: 189.0 kJ/mol
HOMO level: -8.275 eV
HOMO-LUMO gap: 8.86 eV

Cartesian coordinates (Å):
C1 0.75 1.61 0.32
C2 0.92 0.25 1.05
C3 1.14 -0.88 0.09
C4 2.32 -1.61 0.06
C5 -1.27 -1.14 -0.26
N1 0.10 -1.14 -0.81
H1 1.63 1.76 -0.37
H2 -0.25 1.57 -0.36
H3 0.70 2.47 1.01
H4 0.08 0.07 1.66
H5 1.84 0.33 1.69
H6 2.42 -2.46 -0.62
H7 3.08 -1.43 0.83
H8 -1.55 -0.14 0.05
H9 -1.44 -1.73 0.57
H10 -2.04 -1.56 -0.94
H11 0.33 -2.06 -1.35
H12 0.06 0.78 -3.52
H13 -0.05 0.13 -2.07
O1 -0.57 0.72 -2.84
H14 -2.85 1.82 1.25
H15 -2.90 1.45 2.67
O2 -2.45 1.19 1.87

Mulliken atomic charge list, values in e, 6 entries: -0.928 -0.569 0.609 -1.148 -0.944 -0.273

---

This record from OMol25 describes a 3-piece molecular cluster, C5H15NO2 overall in a non-equilibrium geometry. The level of theory is ωB97M-V/def2-TZVPD.

## Properties
Multiplicity: 1
E_LUMO: 0.031 Eh
ΔE to the lowest compared entry with this formula, charge and spin: 176.4 kJ/mol
HOMO level: -8.339 eV
HOMO-LUMO gap: 9.17 eV

Cartesian coordinates (Å):
C1 -0.89 0.40 -1.29
N1 0.26 -0.19 -0.69
C2 1.25 0.75 -0.17
C3 1.55 2.00 3.53
C4 1.86 1.56 2.12
C5 0.93 1.23 1.23
H1 -1.24 1.35 -0.86
H2 -1.76 -0.27 -1.23
H3 -0.82 0.51 -2.38
H4 0.01 -0.82 0.05
H5 2.24 0.29 -0.14
H6 1.39 1.55 -0.91
H7 1.30 1.16 4.18
H8 0.67 2.64 3.54
H9 2.43 2.47 3.95
H10 2.89 1.46 1.82
H11 -0.09 1.29 1.53
H12 -2.92 -1.19 -4.44
H13 -3.09 -2.21 -5.62
O1 -2.79 -2.10 -4.71
H14 -0.69 -3.91 -0.53
H15 -1.44 -4.36 0.70
O2 -1.03 -3.58 0.31

Mulliken atomic charge list, values in e, 6 entries: -0.893 -0.342 -0.678 -1.174 -0.139 -0.129

---

This record from OMol25 describes a 3-piece molecular cluster, C5H15NO2 overall in a non-equilibrium geometry. The level of theory is ωB97M-V/def2-TZVPD.

## Properties
Multiplicity: 1
E_LUMO: 0.022 Eh
ΔE to the lowest compared entry with this formula, charge and spin: 152.2 kJ/mol
HOMO level: -9.410 eV
HOMO-LUMO gap: 10.01 eV

Cartesian coordinates (Å):
C1 1.23 2.17 -0.57
C2 0.47 2.10 0.76
C3 -0.87 1.34 0.57
C4 -0.81 -0.14 0.87
C5 0.00 -0.79 1.68
N1 0.12 -2.23 1.75
H1 2.26 2.49 -0.37
H2 0.82 2.92 -1.24
H3 1.35 1.19 -1.04
H4 1.08 1.65 1.54
H5 0.27 3.13 1.05
H6 -1.54 1.86 1.27
H7 -1.29 1.54 -0.41
H8 -1.52 -0.67 0.24
H9 0.64 -0.29 2.38
H10 -0.65 -2.59 2.30
H11 -0.07 -2.60 0.83
H12 -0.63 -1.22 -2.63
H13 -0.76 0.21 -2.30
O1 -0.49 -0.35 -3.04
H14 -0.50 -3.32 -0.74
H15 0.91 -3.17 -1.34
O2 -0.02 -3.21 -1.56

Mulliken atomic charge list, values in e, 6 entries: -1.191 -0.406 -0.689 -0.184 -0.236 -0.587